7
Properties=species:S:1:pos:R:3:forces:R:3:mulliken_charge:R:1 method="wB97M-V/def2-TZVPD" homo_ev=-10.9 energy_ha=-721.711163 largest_force_ha_per_bohr=0.0229 smiles=Clc1ncno1 homo_lumo_gap_ev=11.595 multiplicity=1
C 0.827335 0.372067 0.318207 -1.0 -0.4 0.0 0.577
C -0.769202 -0.538262 -0.595741 0.5 0.4 0.5 -0.054
H -1.408731 -1.073498 -1.240377 -0.2 -0.6 -0.9 0.409
N 0.597932 -0.333622 -0.727843 -1.1 -0.3 -0.3 -0.449
N -1.327049 -0.019453 0.442998 0.8 0.3 0.6 -0.231
O -0.230357 0.591010 1.111742 0.2 0.1 -0.5 -0.136
Cl 2.310071 1.001758 0.691013 0.8 0.5 0.6 -0.115